(1)
Molecular formula: C22H28N5NaO2S2
Method: DFT, wB97M-V/def2-TZVPD

For the electronic energy, the calculation gives -2238.13094 Eh. The value obtained for the LUMO energy is 0.3 eV. As for the strongest force on any atom: 0.513 eV/Å. The value obtained for the molecular weight is 481.6 Da. For the relative energy (zero: lowest compared OMol25 entry of this formula, charge and spin), the calculation gives 5.42 kcal per mole.

ORCA input file:
```
! wB97M-V def2-TZVPD RIJCOSX def2/J DEFGRID3
* xyz 0 1
S 1.49522 2.27088 3.20468
S -0.94926 2.04529 -0.04233
Na 0.83677 0.29416 1.11727
O 0.43260 -0.66086 -0.69083
O 2.77552 -5.91129 4.95739
N -1.14569 2.65734 -2.62033
N -0.57049 3.81260 2.64948
N 1.78005 -1.39435 2.47407
N 2.29903 -3.50883 3.64010
N -0.81328 0.45350 -2.30535
C 2.05110 -3.60759 5.08017
C 2.96661 -4.68634 5.63656
C 2.19037 -4.77341 2.90526
C 1.40688 4.55470 1.64093
C -0.92928 1.65919 -1.73019
C -1.26557 2.34252 -4.03629
C -0.26747 -0.61154 -1.71396
C -0.98031 -4.34319 -3.72690
C -0.06543 -3.10053 -1.88742
C -0.52345 -1.91158 -2.44524
C 0.70320 5.56626 1.06195
C -2.73325 4.45440 -1.96035
C -1.43520 -3.16072 -4.29231
C -1.20857 -1.95247 -3.65497
C 3.09759 -5.78620 3.58597
C -2.63518 1.80441 -4.42264
C 1.99748 -2.38831 3.01553
C -0.29365 -4.30882 -2.52223
C -1.29945 4.78401 2.05581
C 0.76203 3.60502 2.47697
C -1.29515 4.05611 -2.23442
C -0.68762 5.70076 1.25926
H -0.69664 4.22174 -1.34147
H -1.26467 6.48135 0.79127
H 4.01522 -4.37115 5.54850
H -3.42458 2.51640 -4.18902
H -1.96809 -3.17838 -5.23418
H 2.25873 -2.63930 5.53474
H -1.06087 3.26744 -4.58192
H -2.66517 1.61657 -5.49695
H -0.48652 1.63017 -4.30537
H -3.16524 3.81616 -1.19220
H 1.15146 -5.12515 2.91655
H -3.36022 4.39906 -2.84866
H 2.74291 -4.87007 6.68729
H 2.46653 4.43249 1.47425
H -1.55089 -1.02381 -4.08477
H -0.87503 4.66622 -3.03835
H 1.00145 -3.86913 5.26291
H 4.14752 -5.48234 3.47654
H -2.84758 0.87480 -3.89975
H -1.15944 -5.28491 -4.22715
H 2.49312 -4.60044 1.87293
H -1.04619 3.11155 3.20116
H -2.35752 4.75296 2.26492
H 1.22501 6.26795 0.42372
H -2.77465 5.48631 -1.60266
H 0.47186 -3.04986 -0.94965
H 0.06373 -5.22937 -2.07849
H 2.96962 -6.77237 3.14016
*
```

=====

(2)
Molecular formula: C34H34AsF5O2RuS
Method: DFT, wB97M-V/def2-TZVPD

For the electronic energy, the calculation gives -4694.30386 Eh. The value obtained for the LUMO energy (alpha / beta) is -2.7 / -5.3 eV. As for the strongest force on any atom: 1.175 eV/Å. As for the expectation value of S²: 8.78. The value obtained for the molecular weight is 777.7 Da. For the relative energy (zero: lowest compared OMol25 entry of this formula, charge and spin), the calculation gives 39.57 kcal per mole.

ORCA input file:
```
! wB97M-V def2-TZVPD RIJCOSX def2/J DEFGRID3
* xyz 1 6
Ru -0.00410 0.33979 -0.26514
As -2.52556 1.55009 -0.36815
S -1.43991 -1.26890 -1.47347
F -0.38230 3.85281 2.77578
F -0.31323 0.73964 2.23697
F -2.05461 2.57877 2.29529
F -1.12264 3.78534 0.76384
F 1.30912 2.20183 1.89181
O 2.23101 -0.01072 0.77097
O 1.17832 -1.71564 -0.80758
C -0.31653 2.16807 -4.50992
C -5.60274 3.91362 1.23508
C 0.05601 1.86327 1.46828
C 4.54620 0.35626 0.86606
C -1.69959 2.08654 -4.46427
C -5.53046 5.09909 0.51694
C -4.58457 5.25906 -0.48335
C -0.23393 2.17439 -2.10091
C -5.88408 -0.64679 -1.78621
C -5.30181 -1.82418 -2.23913
C -3.93750 -1.99253 -2.14160
C 1.47384 -4.08598 -0.55162
C -0.64277 -5.14459 0.41157
C 2.54379 -6.66144 -0.92980
C 2.74986 -4.24969 -1.13941
C 0.41390 2.23738 -3.33352
C 3.59912 -3.10116 -1.57730
C -3.70248 4.23094 -0.77549
C 4.00535 0.35763 2.29343
C 0.88198 -2.79365 -0.30472
C 0.73680 -5.23515 -0.16617
C 1.27984 -6.48768 -0.37341
C -3.78998 3.03342 -0.07760
C -2.35070 1.99596 -3.24396
C -3.72808 0.21831 -1.14304
C 3.27925 0.66419 0.07551
C 2.64757 -0.31155 2.10692
C 3.12029 -8.02226 -1.12776
C -3.14618 -0.98300 -1.58407
C -1.63283 2.02121 -2.05491
C -5.10462 0.36321 -1.24223
C 3.25722 -5.52886 -1.30279
C -0.86506 3.02223 1.86230
C -4.72565 2.88321 0.94477
H -3.45584 -2.89524 -2.48408
H -1.04873 -6.14391 0.54404
H -2.27731 2.07888 -5.37608
H -4.74963 1.94974 1.50469
H 4.61626 -3.23326 -1.21187
H -6.95044 -0.50821 -1.85242
H -2.94857 4.35213 -1.54601
H 2.71355 -1.40343 2.19521
H 3.36218 -8.18256 -2.17699
H 3.29978 0.29153 -0.95541
H 0.34134 2.44556 -1.19080
H 4.62909 -0.18658 2.99682
H 1.90069 0.05161 2.81368
H 3.20796 -2.14954 -1.23540
H 2.43369 -8.79991 -0.80552
H -3.43112 1.90895 -3.19224
H 0.18876 2.19437 -5.46325
H 5.33229 1.08578 0.70243
H -4.52101 6.19010 -1.02913
H 4.92300 -0.63310 0.60905
H -5.91269 -2.61103 -2.65433
H -6.32486 3.80030 2.03128
H 1.48547 2.37159 -3.37279
H 3.08439 1.74668 0.07409
H 3.64310 -3.07610 -2.66640
H 0.04846 -2.82282 0.42174
H 0.70138 -7.35522 -0.09275
H -0.63116 -4.65820 1.38755
H -6.20864 5.90634 0.74678
H 4.23731 -5.64889 -1.74206
H 3.87556 1.38001 2.64741
H 4.04556 -8.11877 -0.56230
H -5.56763 1.28232 -0.90232
H -1.31136 -4.59338 -0.24851
*
```

=====

Among the records above, which one has the highest molecular weight?
C34H34AsF5O2RuS